Entry 1:
A molecular structure, C29H42CdN8OS2Se, computed with ωB97M-V with the def2-TZVPD basis set.

Results
Energy in a.u.: -5009.14286
Spin multiplicity: 2
Energy above the lowest of the compared OMol25 structures with the same formula, charge and spin in eV: 0.1515
Total charge: -1
Orbital gap (spin up / spin down) in eV: 4.59 / 6.57

Geometry as XYZ:
```
84
C29H42CdN8OS2Se, DFT ωB97M-V with the def2-TZVPD basis set
C 2.54 -3.87 -5.97
H 1.10 1.58 4.24
H 1.70 -2.71 -1.77
H -2.35 -1.47 4.49
H 1.55 2.79 0.27
H -5.46 -2.69 -0.13
H 3.27 -3.49 -1.47
C -4.80 -1.83 -0.23
N -1.23 1.84 -1.14
S -2.46 1.23 -4.75
C -1.13 -1.37 1.76
H 0.71 -2.35 2.22
H 3.83 2.93 3.87
H 2.56 0.66 3.81
C -2.35 1.63 -0.56
N -0.74 0.03 1.92
Cd -0.05 0.37 -2.43
C -1.46 1.01 2.59
H 0.50 -2.60 4.58
H 2.49 1.58 5.33
C -3.66 -1.93 -0.97
S 1.43 2.54 -2.57
H 1.71 -2.00 -7.52
N 0.41 1.89 1.76
H -1.99 -3.20 4.62
H 0.41 -1.23 -4.52
H 2.26 3.72 3.87
H -1.03 -1.64 0.72
H 0.31 -2.18 -6.46
H -2.19 -1.43 2.02
C -1.17 3.36 3.09
H 0.10 5.34 -0.87
C -3.12 2.14 3.84
C -0.27 -1.98 4.11
H 3.41 3.49 1.61
H 3.21 1.75 1.72
H -0.74 -3.33 2.48
H 5.03 -3.31 -3.32
H 3.19 -3.86 -6.85
C -0.31 -2.33 2.62
H -2.75 4.21 4.24
Se 1.54 -0.23 0.22
C -2.38 3.31 3.77
C 2.78 2.71 2.03
C 2.05 -2.18 -4.23
C -3.10 0.39 -0.50
N 1.09 -1.45 -3.80
C -2.68 0.96 3.25
H 1.34 -0.75 -6.33
C -1.03 0.62 -4.52
H 4.76 -1.56 -3.31
C -5.14 -0.63 0.41
C 4.41 -2.51 -3.73
O -1.66 -1.05 -1.80
C 2.20 1.59 4.28
N 3.01 -2.74 -3.39
H 3.06 -4.38 -5.16
C -1.60 -2.19 4.82
H -1.49 -2.09 5.90
H -2.80 2.49 -0.05
C 2.78 2.81 3.56
C 2.76 -2.66 -1.97
H -3.39 -2.86 -1.47
N 2.22 -2.50 -5.58
C 0.37 0.60 1.37
H -4.07 2.13 4.36
C 1.34 -1.82 -6.52
H 0.05 -0.94 4.23
H 3.14 -1.72 -1.55
H -4.54 1.40 0.73
C -2.74 -0.85 -1.14
H 1.53 5.08 -1.79
H -3.27 0.06 3.29
H 1.01 3.85 1.57
C 1.42 2.87 1.35
H -6.04 -0.54 1.00
H -0.60 4.28 3.04
C 0.28 3.48 -1.68
H 1.63 -4.43 -6.21
C -0.73 2.19 2.50
N -0.81 3.15 -1.04
C -4.29 0.45 0.25
N 0.57 4.84 -1.60
H 4.54 -2.47 -4.81
```



Entry 2:
8 unconnected molecules or ions with the total composition C4H24O10S, computed with ωB97M-V with the def2-TZVPD basis set.

Results
Energy in a.u.: -1317.36350
Spin multiplicity: 1
Total charge: 0
Orbital gap in eV: 10.46

Geometry as XYZ:
```
39
C4H24O10S, DFT ωB97M-V with the def2-TZVPD basis set
H 2.83 -1.61 1.24
H -3.31 -4.17 -5.15
O -4.00 -0.18 -5.09
H -0.03 2.75 -2.54
H 4.37 1.15 4.75
O -0.65 -2.05 1.43
O 3.58 0.65 4.52
O -2.06 1.28 -3.16
H 0.60 1.44 -2.10
H -3.83 -0.96 -4.56
H -3.24 0.39 -4.92
H -2.59 -2.02 -1.98
H 0.70 2.50 5.72
H 3.66 -0.16 5.05
C 2.41 0.49 1.67
C 0.31 1.65 1.24
H -4.05 -3.39 -4.08
C 3.35 -0.66 1.32
H 3.86 -0.45 0.38
C 1.34 0.73 0.60
O 0.83 -0.54 0.11
H -0.50 1.94 0.58
H 1.95 0.31 2.64
H -2.14 1.30 -2.20
H 0.84 2.56 1.49
H -1.61 0.45 -3.34
O -3.25 -2.15 -2.68
H 4.12 -0.77 2.09
O -4.19 -4.02 -4.80
H 1.53 1.34 5.16
H -4.04 -1.71 -2.34
H -0.60 -1.62 2.30
H -0.07 1.26 2.18
O 0.63 1.70 5.19
H 1.81 1.27 -0.22
H 3.01 1.39 1.76
O -1.13 -1.54 -0.86
S -0.73 -0.84 0.34
O 0.29 2.28 -1.76
```



Entry 3:
2 unconnected molecules or ions with the total composition C2H5BrN, computed with ωB97M-V with the def2-TZVPD basis set.

Results
Energy in a.u.: -2707.47208
Spin multiplicity: 1
Energy above the lowest of the compared OMol25 structures with the same formula, charge and spin in eV: 4.7613
Total charge: +1
Orbital gap (spin up / spin down) in eV: 10.80 / 8.18

Geometry as XYZ:
```
9
C2H5BrN, DFT ωB97M-V with the def2-TZVPD basis set
Br -1.53 1.72 0.97
H -0.30 -1.68 0.10
H 0.43 0.67 -1.71
C 0.63 0.23 -0.67
H 1.12 0.16 2.93
H -1.22 -0.66 -1.12
H 1.56 -0.20 -0.58
N -0.49 -0.71 -0.39
C -0.19 0.46 0.47
```



Entry 4:
A molecular structure, C19H28Cl3NOOs, computed with ωB97M-V with the def2-TZVPD basis set.

Results
Energy in a.u.: -2341.90522
Spin multiplicity: 5
Total charge: -2
Orbital gap (spin up / spin down) in eV: 1.49 / 5.47

Geometry as XYZ:
```
53
C19H28Cl3NOOs, DFT ωB97M-V with the def2-TZVPD basis set
H -3.94 0.49 -0.52
H -0.20 -1.70 2.73
C -1.16 1.32 1.85
H -0.08 -2.40 6.29
H 0.54 3.53 1.69
H 4.51 -3.83 -0.19
C -0.34 2.82 -0.13
H 0.06 -4.41 5.74
H -2.75 -0.51 0.37
C 0.27 -4.35 4.67
C 2.67 -4.53 0.71
C 0.58 3.72 0.61
H -0.34 3.70 -3.49
C 0.46 -2.53 3.05
H 4.32 -1.54 0.78
C 3.66 -3.59 0.45
N 0.31 -2.93 4.30
H -0.52 -4.86 4.11
H 2.74 -5.53 0.26
H 0.80 -4.95 1.73
H 1.61 3.56 0.27
O -1.86 -3.28 0.70
H 0.33 4.77 0.44
H -2.90 2.49 -3.48
H 1.35 -1.58 5.58
C 3.57 -2.29 1.00
H -0.20 1.51 2.33
H -1.42 1.65 -3.97
Os 0.16 0.93 -1.11
H 1.23 -4.85 4.45
C -2.21 1.68 -3.21
H -2.76 0.74 -3.23
C 1.59 -4.23 1.54
H -1.06 -2.95 0.25
H 0.27 4.71 -2.14
C -0.58 2.87 -1.56
C -1.13 1.74 0.42
C -1.92 1.18 -0.65
C 0.32 -1.93 5.39
Cl 2.21 1.04 -0.67
H -2.84 -0.60 -1.40
C -1.61 1.90 -1.87
H -1.38 0.25 1.92
C 1.49 -2.95 2.13
H -0.29 -1.06 5.10
C -2.92 0.08 -0.54
Cl 2.40 -0.45 2.60
C 2.51 -1.99 1.84
H 1.18 3.29 -2.67
Cl 0.13 -0.71 -2.73
C 0.17 3.69 -2.53
H -1.64 -3.29 1.65
H -1.94 1.87 2.39
```



Entry 5:
2 unconnected molecules or ions with the total composition C26H40ClN3O6, computed with ωB97M-V with the def2-TZVPD basis set.

Results
Energy in a.u.: -2090.08781
Spin multiplicity: 1
Total charge: 0
Orbital gap in eV: 6.54

Geometry as XYZ:
```
76
C26H40ClN3O6, DFT ωB97M-V with the def2-TZVPD basis set
H 0.47 -0.82 4.15
H -1.34 -0.04 -1.44
H -2.20 5.27 -1.19
H 1.34 -3.29 -3.23
H 0.74 2.33 0.65
H 3.46 -3.65 -1.89
C 2.32 -1.26 0.06
C -3.31 -6.09 -1.84
H -0.41 2.11 4.52
H -4.62 -3.85 -0.62
C -2.36 1.60 0.64
O 4.41 3.90 -2.55
C -2.56 4.21 -1.08
C 0.19 0.27 -0.09
O 6.33 2.97 -3.55
N -2.19 0.17 0.98
H 2.67 -0.75 0.98
C -1.43 -2.75 0.63
H 0.45 -3.92 0.23
H -2.86 -6.22 -2.85
H -1.85 -0.51 3.95
H -2.47 1.14 3.28
C -2.71 -4.92 -1.01
H 3.89 1.75 0.84
H 1.85 1.09 1.22
C -3.51 -3.85 -0.45
H -3.48 1.75 0.51
C 0.64 -1.66 -1.86
C -0.66 -1.73 1.50
H 0.38 -2.13 1.63
H -0.29 -1.42 -2.41
O 6.43 5.11 -2.56
H -3.51 -2.04 0.80
C 2.75 -2.87 -1.51
H -1.94 1.70 5.44
H -0.56 -5.69 -1.17
H -0.52 0.60 5.61
H -2.06 2.32 1.43
H 1.52 -0.71 2.72
H 4.18 0.65 -0.56
H 1.41 0.72 3.79
H -3.10 3.94 -2.03
H -0.27 1.66 2.41
C -1.27 -4.92 -0.76
H 2.79 3.39 -1.74
H -0.78 1.20 -3.07
C -1.23 3.33 -0.88
C 3.80 1.67 -0.27
Cl 5.61 4.20 -3.31
H 2.24 1.23 -1.73
C -2.85 -2.83 0.35
C -1.04 1.28 4.91
H 4.46 2.40 -0.82
O 5.23 4.80 -4.57
C -1.71 1.84 -0.78
N 3.16 -2.25 -0.39
C -0.75 -0.21 1.16
H -2.55 1.74 -1.52
C 1.24 1.38 0.32
H -0.57 3.59 -1.73
C 2.29 1.80 -0.77
C -0.65 -3.88 0.04
C 1.09 -0.93 -0.65
C 1.56 -2.70 -2.31
H -3.16 -7.03 -1.25
H -3.20 4.16 -0.17
C -1.61 0.52 3.60
H -4.43 -5.94 -1.89
C 0.81 -0.12 3.35
C -0.39 0.54 2.55
O 2.08 3.19 -1.09
H -1.10 -1.87 2.53
H -0.78 3.73 0.07
H -2.63 -0.34 0.22
O -0.14 1.16 -2.34
N -0.74 0.76 -1.16
```



Entry 6:
A molecular structure, C2H3FO2, computed with ωB97M-V with the def2-TZVPD basis set.

Results
Energy in a.u.: -328.18089
Spin multiplicity: 1
Energy above the lowest of the compared OMol25 structures with the same formula, charge and spin in eV: 4.7387
Total charge: 0
Orbital gap in eV: 12.40

Geometry as XYZ:
```
8
C2H3FO2, DFT ωB97M-V with the def2-TZVPD basis set
F -2.11 -1.48 -0.61
H 0.34 -0.98 0.31
O -2.46 0.99 -0.36
C -1.64 0.03 0.00
H 0.15 0.24 -0.90
C -0.20 0.01 0.12
H -0.09 0.76 1.05
O -2.45 0.40 0.95
```